Molecular formula: C14H13FN2O3S
Method: DFT, ωB97M-V/def2-TZVPD

```
34
Properties=species:S:1:pos:R:3:forces:R:3
C -1.545342 -5.510364 2.774812 0.06 -0.02 -0.01
C -0.986690 -4.155310 3.086241 0.03 -0.01 0.04
C -0.231695 -3.954180 4.237976 -0.07 0.05 -0.11
C 0.290879 -2.708115 4.534689 0.01 0.01 0.02
C 0.070057 -1.642935 3.681716 -0.07 0.09 -0.17
C -0.665914 -1.831127 2.515653 0.14 -0.22 0.40
C -0.856260 -0.665529 1.627666 -0.21 0.24 -0.12
O -0.875176 0.491423 2.001830 0.09 -0.05 0.14
N -1.105585 -0.958821 0.304397 0.12 -0.23 -0.21
N -1.025651 0.111750 -0.600682 0.38 0.23 -0.43
S 0.613336 0.170227 -1.149189 -0.20 0.27 0.16
O 1.498960 0.199576 -0.022751 0.10 0.35 0.03
O 0.737928 -0.927692 -2.059361 -0.16 0.00 -0.32
C 0.638014 1.726164 -2.019580 -0.17 -0.69 0.48
C 0.971532 2.870853 -1.320709 0.05 0.11 0.05
C 0.950673 4.091028 -1.973580 -0.04 0.02 -0.16
C 0.590261 4.117443 -3.312022 0.00 -0.15 0.09
F 0.567259 5.298257 -3.951202 0.00 -0.12 0.06
C 0.254119 2.971797 -4.016948 0.05 0.12 0.07
C 0.278293 1.757787 -3.353025 -0.02 0.01 -0.12
C -1.194330 -3.086649 2.227059 0.11 0.16 0.07
H -1.920314 -5.989102 3.676778 -0.06 -0.07 0.02
H -2.352107 -5.442745 2.049552 -0.07 -0.06 -0.04
H -0.764714 -6.147481 2.358509 -0.01 -0.09 -0.04
H -0.060424 -4.783575 4.909158 0.01 -0.09 0.07
H 0.868270 -2.566654 5.436028 0.05 0.02 0.07
H 0.463540 -0.661408 3.894700 0.03 0.09 0.02
H -0.781104 -1.823183 -0.106730 -0.14 -0.05 0.17
H -1.216911 0.943573 -0.034715 0.08 0.03 -0.06
H 1.252949 2.788116 -0.282881 0.05 0.08 0.14
H 1.206255 5.008651 -1.468356 0.03 0.08 0.03
H -0.015778 3.043462 -5.058399 -0.02 0.01 -0.09
H 0.035888 0.832067 -3.848658 -0.06 -0.07 -0.15
H -1.798312 -3.227762 1.342405 -0.09 -0.04 -0.08
```
Forces are in eV/Å.

Output
orbital gap = 9.73 eV
DFT total energy = -37403.6327 eV
structure (SMILES) = Cc1cccc(C(=O)NNS(=O)(=O)c2ccc(F)cc2)c1
HOMO = -9.351 eV
LUMO level = 0.014 Ha
max |F| = 0.85 eV/A
ΔE to the lowest compared entry with this formula, charge and spin = 3.2 kcal per mole

Molecular formula: C5H9B
Method: DFT, ωB97M-V/def2-TZVPD

```
15
Properties=species:S:1:pos:R:3:forces:R:3
B -0.528900 0.015085 -0.153718 2.20 0.75 0.27
C 2.769155 0.493611 0.559506 -0.75 -2.41 -2.00
C 2.745980 -0.569257 -0.228169 1.18 1.28 0.48
C 1.785580 0.494601 -0.535528 -3.85 -3.38 3.52
C -1.476141 1.310269 0.028977 1.55 -3.37 -0.27
C -1.073965 -1.457298 0.109698 0.40 0.72 -1.60
H 3.116819 0.862503 1.457243 0.64 0.98 1.46
H 3.294910 -1.455666 -0.531654 -0.51 0.12 0.16
H 1.746882 1.082205 -1.332034 0.33 2.61 -3.31
H -0.839121 2.124117 0.132637 0.63 1.87 -0.43
H -1.923487 1.114004 0.989425 -1.14 0.08 0.04
H -2.035208 1.171398 -0.897221 -0.75 0.82 0.28
H -1.856279 -1.703083 -0.690634 1.33 -0.10 0.85
H -1.638863 -1.394333 1.000527 -0.84 0.09 1.24
H -0.280554 -2.194598 0.304137 -0.44 -0.05 -0.69
```
Forces are in eV/Å.

Output
orbital gap = 7.57 eV
DFT total energy = -6001.1554 eV
HOMO = -6.847 eV
LUMO level = 0.027 Ha
max |F| = 6.22 eV/A
ΔE to the lowest compared entry with this formula, charge and spin = 121.6 kcal per mole

Molecular formula: C14H17N3O3
Method: DFT, ωB97M-V/def2-TZVPD

```
37
Properties=species:S:1:pos:R:3:forces:R:3
C 0.735376 2.026042 1.688451 -0.29 -0.76 -0.53
C 1.260986 1.288864 0.470116 1.86 -1.01 0.34
N 2.046901 0.147062 1.008736 -0.98 0.13 -1.68
C 2.408971 -0.977776 0.308536 0.96 -1.02 1.07
O 3.302981 -1.704581 0.807996 -1.75 1.24 -1.53
C 1.614205 -1.451913 -0.969651 -1.28 -0.13 2.45
N 2.419009 -2.317358 -1.750132 2.68 0.57 -0.99
C 0.358853 -2.333264 -0.412287 0.42 -0.28 -0.72
C -0.790238 -1.595168 0.220243 1.20 0.28 2.49
C -0.882747 -1.497792 1.613364 0.67 -0.29 -0.56
N -1.987656 -0.716188 1.924938 0.51 -0.23 0.48
C -2.562262 -0.229442 0.777354 0.50 0.64 -0.04
C -3.559482 0.732782 0.581359 -0.26 0.65 0.59
C -3.823635 1.119157 -0.726058 -0.13 0.57 0.23
C -3.163957 0.504620 -1.805689 -0.43 0.36 -0.72
C -2.196901 -0.444851 -1.605194 0.36 0.36 -0.42
C -1.801089 -0.708634 -0.297831 -0.04 -1.76 -0.33
C 2.175557 2.166526 -0.349864 0.24 -0.18 0.27
O 3.359327 2.253999 -0.154188 -0.21 0.44 -0.33
O 1.491309 2.818129 -1.311382 0.58 0.54 0.11
H 0.266505 1.208347 2.271716 0.03 0.89 0.04
H 1.656317 2.378443 2.180309 -0.74 0.34 0.24
H 0.013021 2.798534 1.378438 0.45 -0.12 0.53
H 0.567098 0.911597 -0.229667 -1.42 -0.43 -0.26
H 2.776282 0.430982 1.617609 0.65 0.16 0.76
H 1.240873 -0.635347 -1.614910 0.00 -0.22 0.59
H 3.135031 -1.688707 -2.216040 -1.14 -0.98 0.20
H 3.056887 -2.776953 -1.085202 -0.48 -0.31 -0.11
H 0.671080 -3.254058 0.206873 -0.03 1.80 -0.63
H 0.028261 -2.791091 -1.335693 -0.25 -0.17 -0.35
H -0.128668 -1.883550 2.394306 -1.69 0.61 -1.33
H -2.202705 -0.410921 2.853281 -0.16 0.04 0.12
H -4.016042 1.251295 1.459381 0.24 -0.56 -0.92
H -4.479194 1.984823 -0.932351 0.23 -0.76 0.23
H -3.398632 0.811737 -2.834719 -0.02 -0.14 0.55
H -1.693764 -0.903281 -2.456001 -0.04 0.07 0.22
H 2.102153 3.487941 -1.676157 -0.23 -0.31 -0.08
```
Forces are in eV/Å.

Output
orbital gap = 8.50 eV
DFT total energy = -25407.1172 eV
structure (SMILES) = C[C@H](NC(=O)[C@@H](N)Cc1c[nH]c2ccccc12)C(=O)O
HOMO = -8.013 eV
LUMO level = 0.018 Ha
max |F| = 2.91 eV/A
ΔE to the lowest compared entry with this formula, charge and spin = 38.9 kcal per mole

Molecular formula: C2HClO
Method: DFT, ωB97M-V/def2-TZVPD

```
5
Properties=species:S:1:pos:R:3:forces:R:3
O 1.633471 -1.241503 0.301227 -0.83 1.28 0.04
C 0.692351 -0.547238 0.257253 -1.55 -1.35 0.38
C -0.469083 0.094606 0.103721 -1.22 1.48 -0.58
Cl -0.232272 1.458422 -1.008639 0.40 0.25 -0.29
H -1.624467 0.235712 0.346439 3.20 -1.66 0.45
```
Forces are in eV/Å.

Output
orbital gap = 8.92 eV
DFT total energy = -16657.9115 eV
structure (SMILES) = O=C=CCl
HOMO = -9.197 eV
LUMO level = -0.010 Ha
max |F| = 3.63 eV/A
ΔE to the lowest compared entry with this formula, charge and spin = 17.6 kcal per mole